Entry from the OMol25 dataset: a 8-piece molecular cluster, C14H37F6N7O17S6 overall (ωB97M-V/def2-TZVPD).

Values from the calculation:
Total energy, eV: -141652.7753
Orbital gap, eV: 3.7
Lowest unoccupied orbital energy, eV: -2.56

Structure (ORCA input):
```
! wB97M-V def2-TZVPD RIJCOSX def2/J DEFGRID3
* xyz 0 1
C -0.6027 2.0520 1.2329
C -0.6117 0.5033 0.8635
O -1.8802 -0.0717 0.6718
H -1.3748 2.3474 1.9433
H -0.7162 2.7247 0.3828
H 0.3430 2.2615 1.7326
H -0.1804 0.0878 1.7742
H 0.1117 0.3956 0.0554
C 6.4276 0.6717 3.3878
C 7.4284 -0.3092 2.9360
O 7.8931 -0.4358 1.8225
N 7.6925 -1.3824 3.9987
H 7.3399 -1.1719 4.9215
H 7.2863 -2.2620 3.7133
C 9.2167 -1.5590 4.2720
H 5.3755 0.4084 3.4971
H 6.5484 1.5967 2.8239
H 6.7368 1.0482 4.3629
H 9.4045 -0.7571 4.9860
H 9.7852 -1.4620 3.3471
H 9.3411 -2.5481 4.7128
C -0.2246 0.8482 -5.2254
C 0.7946 0.1431 -6.0420
O 0.8809 -1.1092 -6.1197
N 1.6592 1.0066 -6.9846
H 1.5492 1.9948 -6.8071
H 2.6380 0.8138 -6.8265
C 1.2638 0.6668 -8.4337
H -1.0187 1.4322 -5.6908
H 0.2405 1.4172 -4.4205
H -0.7309 0.0549 -4.6756
H 2.0195 1.0278 -9.1314
H 0.2410 0.8905 -8.7369
H 1.3519 -0.4172 -8.5060
C -6.3743 0.7091 -2.6746
C -7.3657 1.0965 -1.5422
O -8.5760 1.2777 -1.6922
N -6.6031 1.2965 -0.2177
H -5.6971 0.8503 -0.2022
H -6.4221 2.2697 -0.0172
C -7.4422 0.6247 0.9035
H -5.7679 -0.1826 -2.5155
H -5.7252 1.5764 -2.7948
H -6.9148 0.6884 -3.6209
H -8.2399 1.3058 1.1998
H -6.7777 0.3412 1.7197
H -8.0253 -0.2274 0.5542
C -2.0763 -5.6913 -0.4925
C -2.3311 -5.9916 0.9794
O -1.8620 -6.9920 1.4984
N -3.0495 -4.8671 1.8399
H -2.7599 -3.9775 1.4594
H -4.0333 -4.8384 1.6135
C -2.7211 -5.0546 3.3473
H -1.4770 -4.8109 -0.7247
H -3.0433 -5.6920 -0.9954
H -1.4598 -6.5157 -0.8509
H -3.1840 -4.2440 3.9103
H -1.6416 -4.9067 3.3167
H -3.1439 -6.0089 3.6613
N 5.8904 -5.6499 2.8794
S 4.4943 -5.9114 1.8933
O 3.9114 -7.1686 2.2614
O 4.4863 -5.5211 0.5035
F 3.6583 -4.7891 2.6280
S 6.7727 -6.3888 1.9718
O 7.4715 -5.5383 1.0327
O 6.5473 -7.7842 1.6354
F 7.8714 -6.6341 3.1430
N 1.9575 5.9315 -6.6425
S 2.0791 6.9868 -8.0284
O 2.5769 8.3591 -7.7966
O 1.0923 6.6300 -9.0833
F 3.4044 6.2151 -8.5964
S 0.6986 6.6445 -6.1454
O -0.5600 6.3875 -6.9100
O 0.9092 7.9777 -5.5351
F 0.5946 5.7780 -4.7757
N -5.8635 5.5017 7.7315
S -5.6095 4.2889 8.6197
O -4.3319 4.2212 9.3407
O -6.0645 2.9618 8.2136
F -6.7296 4.7107 9.7775
S -4.8776 4.8629 6.4542
O -5.5288 4.0054 5.4431
O -3.4369 4.6950 6.7287
F -4.9286 6.2844 5.7553
*
```

---

Entry from the OMol25 dataset: a 8-piece molecular cluster, C14H37I3N17O7 overall (ωB97M-V/def2-TZVPD).

Values from the calculation:
Total energy, eV: -79083.5418
Orbital gap, eV: 6.1
Lowest unoccupied orbital energy, eV: -4.69

Structure (ORCA input):
```
! wB97M-V def2-TZVPD RIJCOSX def2/J DEFGRID3
* xyz 1 1
C -6.4240 -0.5783 -2.3420
C -4.9514 -0.4346 -2.8671
I -4.4988 -1.3627 -4.7827
C -3.9729 0.2322 -2.1827
I -4.3445 1.2434 -0.2878
C -2.5201 0.3250 -2.6912
N -1.5566 -0.6888 -2.9218
C -0.4357 -0.0277 -3.3230
N -0.5425 1.3490 -3.3836
I 0.9521 2.6574 -3.8972
C -1.8997 1.5916 -2.9790
C -2.4245 3.0648 -2.8824
N -2.3910 3.6603 -4.2253
H -7.1405 0.1255 -2.8347
H -6.4990 -0.4292 -1.2283
H -6.6983 -1.6622 -2.5128
H -1.6913 -1.6924 -2.7814
H 0.4718 -0.6323 -3.5515
H -1.7486 3.5928 -2.1455
H -3.4515 3.0960 -2.4288
H -1.7262 4.4286 -4.2946
H -3.3187 3.9382 -4.5464
C 0.6945 -0.2503 0.2204
O 0.1812 -1.3000 -0.1530
N 1.4858 -0.1726 1.3088
N 0.5100 0.9304 -0.4318
H 1.9124 0.6767 1.6282
H 1.6477 -1.0238 1.8213
H -0.0728 0.9144 -1.2456
H 0.9205 1.7992 -0.1430
C 0.7099 -0.1447 5.1280
O 1.4793 0.0002 4.1798
N -0.5817 -0.5158 4.9719
N 1.0938 0.0557 6.4152
H -1.2278 -0.6409 5.7346
H -0.9013 -0.6742 4.0336
H 2.0471 0.3320 6.5725
H 0.4831 -0.0577 7.2031
C -4.0289 -1.4607 5.3846
O -2.9569 -1.6309 5.9473
N -5.2023 -1.3728 6.0616
N -4.1382 -1.3456 4.0321
H -6.0925 -1.2342 5.6209
H -5.1610 -1.4540 7.0631
H -3.2907 -1.4073 3.4961
H -5.0079 -1.2065 3.5526
C 0.1505 4.6540 -7.4992
O 1.3209 4.3119 -7.4469
N -0.7425 4.3365 -6.5187
N -0.3594 5.3752 -8.5309
H -1.7090 4.6019 -6.5317
H -0.3869 3.8006 -5.7433
H 0.2732 5.6263 -9.2714
H -1.3177 5.6648 -8.5904
C 5.8762 1.6487 1.5575
O 6.9139 1.5969 0.9236
N 4.9511 2.6309 1.3744
N 5.5454 0.7319 2.5052
H 4.0914 2.6899 1.8877
H 5.1560 3.3310 0.6828
H 6.2016 -0.0113 2.6728
H 4.6940 0.7597 3.0373
C 3.5095 -3.3695 -0.5272
O 2.7394 -4.2991 -0.7205
N 3.0818 -2.1296 -0.1596
N 4.8568 -3.4945 -0.6618
H 3.6953 -1.3521 0.0039
H 2.0850 -2.0014 -0.0499
H 5.2090 -4.3969 -0.9319
H 5.5056 -2.7447 -0.5077
C 2.5156 -5.1263 3.6296
O 2.2725 -5.8288 4.5958
N 2.3030 -5.5336 2.3508
N 3.0240 -3.8648 3.7484
H 2.4976 -4.9676 1.5432
H 1.9289 -6.4568 2.2197
H 3.1953 -3.5255 4.6787
H 3.2309 -3.2710 2.9669
*
```

---

Entry from the OMol25 dataset: C14H38BF3N2O6Pt as an isolated structure (ωB97M-V/def2-TZVPD).

Values from the calculation:
Total energy, eV: -42460.7620
Orbital gap (alpha / beta), eV: 6.7 / 5.5
Energy above the lowest of the compared OMol25 structures with the same formula, charge and spin, eV: 9.822
Lowest unoccupied orbital energy (alpha / beta), eV: -1.48 / -2.66

Structure (ORCA input):
```
! wB97M-V def2-TZVPD RIJCOSX def2/J DEFGRID3
* xyz 0 3
Pt -0.4034 0.5058 1.3297
C 1.1960 -4.3685 0.0988
O 1.8871 -4.0110 -1.1665
O 0.5525 -3.2091 0.5430
C 0.4335 -5.8092 -0.0239
F 1.0555 -6.5117 -0.9607
F 0.6312 -6.5587 1.0965
F -0.8937 -5.6838 -0.3038
C 3.0605 -4.7599 -1.5016
C 2.9913 -5.1885 -2.9838
H 2.1507 -5.8512 -3.1894
H 2.8365 -4.4044 -3.7250
H 3.9003 -5.7572 -3.1797
H 3.4133 -5.5914 -0.8915
H 3.9036 -4.0738 -1.4204
H 2.0836 -4.4423 0.7271
B 0.7133 1.3274 4.0979
H 1.3318 1.5968 3.2559
H 0.7453 0.2492 4.0720
H 1.0812 1.7456 5.0220
H -0.3098 1.5906 3.8782
C -1.5264 3.8364 -0.9225
C -2.1193 2.6593 -1.6736
O -1.5050 1.3973 -1.3862
O -1.1245 3.5352 0.4674
H -2.0343 4.7933 -1.0428
H -0.5969 4.0732 -1.4402
H -1.7591 2.8687 -2.6808
H -3.1946 2.4829 -1.6467
H -1.6280 0.9112 -2.2048
H -0.9432 4.3364 0.9643
C -5.7433 -1.3731 1.7618
C -5.2207 0.0444 1.4813
C -6.2471 1.1045 1.7329
O -5.8006 2.4070 1.6902
C -6.7081 3.2647 2.3687
N -4.1008 0.4443 2.2483
H -6.3344 -1.3820 2.6775
H -4.9534 -2.1224 1.8140
H -6.3194 -1.7572 0.9200
H -4.9572 0.1047 0.4253
H -6.5156 0.9478 2.7776
H -7.1570 0.9144 1.1635
H -6.5816 4.3464 2.3236
H -6.6779 2.9295 3.4054
H -7.7437 3.0824 2.0817
H -4.1280 -0.0451 3.1313
H -4.3554 1.4193 2.3167
C 4.5257 2.9517 0.0288
C 4.1977 2.1600 -1.1752
C 5.4130 1.3322 -1.6728
O 5.0807 0.7431 -2.9371
C 6.1348 0.0447 -3.5811
N 3.1396 1.1762 -0.8162
H 4.9159 2.3821 0.8723
H 3.7158 3.6349 0.2844
H 5.3919 3.5180 -0.3134
H 3.7944 2.7289 -2.0129
H 5.5308 0.5381 -0.9354
H 6.2767 1.9821 -1.8127
H 6.4475 -0.7610 -2.9169
H 6.8751 0.8148 -3.7979
H 5.7597 -0.3883 -4.5083
H 3.6220 0.3302 -0.5487
H 2.7940 0.7938 -1.6848
*
```

---

Entry from the OMol25 dataset: C14H38N2O6Pd as an isolated structure (ωB97M-V/def2-TZVPD).

Values from the calculation:
Total energy, eV: -33860.5617
Orbital gap (alpha / beta), eV: 10.5 / 8.1
Energy above the lowest of the compared OMol25 structures with the same formula, charge and spin, eV: 0.011
Lowest unoccupied orbital energy (alpha / beta), eV: -4.73 / -7.16

Structure (ORCA input):
```
! wB97M-V def2-TZVPD RIJCOSX def2/J DEFGRID3
* xyz 2 3
Pd -0.0607 0.6796 0.1517
C -0.4532 -0.4050 3.3244
O -1.0118 -0.1475 2.0282
H -0.9239 0.2073 4.0935
H -0.5910 -1.4619 3.5581
H 0.6124 -0.2002 3.3260
H -1.9540 -0.3376 2.0285
C -0.2929 0.5763 -3.1984
O 0.4045 1.0500 -2.0544
H 0.2007 -0.2924 -3.6330
H -1.2581 0.1993 -2.8600
H -0.5008 1.3478 -3.9403
H 1.2804 1.4025 -2.2382
C 3.2042 1.8487 -0.3250
O 2.2499 0.7966 -0.0953
C 2.9167 -0.4734 -0.1789
C 1.9411 -1.5057 0.4212
N 0.5558 -1.5432 -0.1259
C 0.5748 -2.0829 -1.5089
C 0.6545 -3.6118 -1.5044
O -0.6241 -4.0453 -1.0737
C -0.7976 -5.4425 -1.2418
H 3.8796 1.9366 0.5247
H 2.5843 2.7399 -0.4729
H 3.7791 1.7894 -1.2546
H 3.8151 -0.4655 0.4439
H 3.2469 -0.6989 -1.1964
H 1.9274 -1.3157 1.4940
H 2.4264 -2.4760 0.2724
H 0.2322 -2.4073 0.3201
H 1.3635 -1.6972 -2.1538
H -0.3733 -1.9292 -2.0252
H 1.4135 -4.0016 -0.8113
H 0.9013 -4.0640 -2.4695
H -0.0057 -6.0915 -0.8633
H -0.7741 -5.6797 -2.3151
H -1.7892 -5.7357 -0.9176
C -2.8175 -1.2411 -0.3777
O -2.0831 -0.0032 -0.4363
C -3.0233 1.0803 -0.4405
C -2.3932 2.3747 -0.9385
N -1.0826 2.6562 -0.2723
C -1.2463 3.2095 1.0824
C 0.0508 3.3548 1.8574
O 0.8303 2.1548 1.8255
C 1.8376 2.2031 2.8183
H -3.3692 -1.2935 0.5633
H -2.1020 -2.0659 -0.3539
H -3.4316 -1.4381 -1.2543
H -3.3499 1.2047 0.6002
H -3.9346 0.9440 -1.0257
H -3.0794 3.2022 -0.7494
H -2.1713 2.2680 -1.9982
H -0.7286 3.4686 -0.7725
H -1.9169 2.7104 1.7884
H -1.7012 4.2019 0.9657
H -0.1248 3.7913 2.8456
H 0.6984 4.1549 1.4577
H 1.4837 2.4183 3.8316
H 2.5806 2.9519 2.5234
H 2.3202 1.2298 2.9315
*
```

---

Sequential maximum force output: 10.10; 4.42; 4.90; 2.01 eV/A